Density functional theory data (ωB97M-V with the def2-TZVPD basis set) for a structure of composition C11H21CeN5O4S in a non-equilibrium geometry.

Geometry as XYZ:
```
43
Properties=species:S:1:pos:R:3:mulliken_charge:R:1
Ce 1.210 0.783 -0.813 0.728
C 0.312 -1.924 1.245 -0.802
C 0.962 -2.542 0.016 -0.935
N 0.654 -1.784 -1.222 -0.107
C -0.705 -2.033 -1.740 -1.285
C -1.727 -1.090 -1.155 0.955
C -3.059 -1.457 -1.080 -1.007
C -3.969 -0.564 -0.535 -0.556
C -3.510 0.646 -0.037 -0.999
C -2.163 0.945 -0.136 0.961
C -1.597 2.236 0.408 -1.289
N -0.198 2.074 0.823 -0.013
C 0.046 1.707 2.225 -0.958
C -0.108 0.202 2.408 -0.780
N 0.748 -0.528 1.448 -0.049
N -1.291 0.103 -0.720 0.323
H 0.538 -2.550 2.111 0.564
H -0.771 -1.914 1.121 0.367
H 0.618 -3.576 -0.065 0.479
H 2.043 -2.556 0.146 0.361
H 1.315 -2.093 -1.927 0.366
H -1.018 -3.061 -1.542 0.425
H -0.701 -1.909 -2.826 0.438
H -3.379 -2.426 -1.437 0.525
H -5.019 -0.819 -0.475 0.465
H -4.192 1.350 0.423 0.527
H -2.223 2.594 1.226 0.402
H -1.628 2.985 -0.388 0.404
H 0.328 2.906 0.569 0.521
H -0.638 2.218 2.906 0.417
H 1.067 2.007 2.473 0.415
H -1.142 -0.081 2.211 0.348
H 0.123 -0.063 3.442 0.530
H 1.702 -0.533 1.811 0.439
N 3.406 -0.682 -1.007 -0.616
H 4.048 -0.613 -0.220 0.274
H 3.520 0.200 -1.513 0.355
H 3.792 -1.390 -1.626 0.261
O 1.123 3.066 -1.309 -0.469
S 2.591 2.756 -1.342 1.454
O 3.494 3.805 -1.567 -0.616
O 2.769 2.011 -0.008 -0.387
O 2.629 1.594 -2.321 -0.435
```

total energy: -1879.3579 a.u.
total charge: +2
HOMO-LUMO gap: 0.26693 hartree

***

Density functional theory data (ωB97M-V with the def2-TZVPD basis set) for the molecule C11H21ClN2 in a non-equilibrium geometry.

Geometry as XYZ:
```
35
Properties=species:S:1:pos:R:3:lowdin_spin:R:1
C 1.154 -0.238 1.653 0.003
C 1.341 -1.401 1.062 0.001
C -0.009 0.668 1.357 0.058
C 0.373 1.534 0.171 0.592
C -0.042 -0.511 -1.649 0.565
C -0.531 1.310 2.709 0.032
C 1.862 1.833 0.195 0.080
C -0.739 2.428 -0.110 0.090
C -1.011 0.304 -2.424 0.073
C 1.326 -3.014 -0.686 0.003
C -1.664 -2.335 -0.695 0.027
N 0.609 -2.042 0.107 0.007
N -0.453 -1.480 -0.672 0.169
Cl 1.540 -0.502 -2.365 0.132
H 1.853 -0.011 2.381 0.000
H 2.168 -1.878 1.340 0.000
H -0.908 0.102 0.816 0.019
H -0.049 2.298 2.735 0.000
H -0.317 0.716 3.560 0.002
H -1.630 1.501 2.721 0.001
H 2.180 2.880 -0.164 0.008
H 2.513 1.310 -0.590 0.023
H 2.381 1.809 1.193 0.013
H -1.753 1.945 -0.296 0.010
H -0.472 2.996 -0.962 0.002
H -0.902 3.149 0.831 0.045
H -1.402 -0.241 -3.210 0.023
H -0.515 1.074 -2.850 0.005
H -1.884 0.667 -1.945 0.004
H 2.127 -2.690 -1.414 0.002
H 1.847 -3.674 -0.085 0.000
H 0.770 -3.739 -1.172 0.000
H -1.594 -2.877 0.180 0.000
H -2.454 -1.738 -0.912 0.003
H -1.560 -2.976 -1.536 0.006
```

total energy: -1001.1374 a.u.
HOMO-LUMO gap (spin up / spin down): 0.24002 / 0.28449 hartree
2S+1: 3

***

Density functional theory data (ωB97M-V with the def2-TZVPD basis set) for a cluster of 3 separate species, C11H21FNO5 in total.

Geometry as XYZ:
```
39
Properties=species:S:1:pos:R:3:nbo_charge:R:1
C -0.092 3.350 0.295 -0.658
C 0.065 1.850 0.487 0.063
O 0.784 1.227 -0.559 -0.695
C 0.590 1.434 1.873 -0.306
N 1.545 2.438 2.435 -0.085
F 2.230 1.915 3.503 -0.145
H -0.488 3.532 -0.702 0.269
H 0.854 3.900 0.361 0.184
H -0.797 3.775 1.012 0.234
H -0.933 1.412 0.462 0.237
H 1.719 1.455 -0.555 0.467
H -0.209 1.347 2.607 0.242
H 1.146 0.499 1.806 0.312
H 2.265 2.724 1.764 0.426
H 1.079 3.277 2.795 0.434
O 1.921 -1.137 1.007 -0.637
C 2.325 -1.614 -0.025 0.820
O 3.583 -1.417 -0.437 -0.483
C 3.791 -2.018 -1.739 -0.071
C 2.695 -3.073 -1.866 -0.431
C 1.573 -2.452 -1.033 -0.532
H 3.697 -1.231 -2.488 0.184
H 4.803 -2.411 -1.758 0.213
H 2.429 -3.273 -2.900 0.236
H 3.024 -4.006 -1.410 0.223
H 0.944 -1.772 -1.613 0.244
H 0.932 -3.166 -0.523 0.250
O -4.478 1.848 -0.591 -0.540
C -3.973 0.793 -0.370 0.790
O -3.191 0.597 0.738 -0.521
C -2.603 -0.709 0.707 -0.076
C -3.481 -1.553 -0.213 -0.429
C -4.013 -0.492 -1.178 -0.532
H -1.587 -0.607 0.308 0.163
H -2.545 -1.080 1.727 0.203
H -2.934 -2.360 -0.694 0.227
H -4.299 -1.988 0.360 0.223
H -3.352 -0.350 -2.036 0.240
H -5.017 -0.665 -1.554 0.258
```

total energy: -962.2491 a.u.
total charge: +1
HOMO-LUMO gap: 0.34180 hartree

***

Density functional theory data (ωB97M-V with the def2-TZVPD basis set) for the ion C11H21N2O with charge +1 in a non-equilibrium geometry.

Geometry as XYZ:
```
35
Properties=species:S:1:pos:R:3:nbo_charge:R:1
C 0.951 0.212 -3.606 -0.581
C 0.896 0.349 -2.023 -0.262
C 1.144 -1.042 -1.411 -0.389
C 1.015 -0.880 0.105 -0.432
C -0.419 -0.527 0.473 -0.218
C -0.610 -0.198 1.993 0.137
C -0.106 -1.461 2.670 -0.623
C -1.981 0.187 2.399 -0.623
N 0.340 0.893 2.335 -0.535
C 0.668 1.824 1.485 0.403
N 0.135 1.919 0.357 -0.549
C -0.759 0.952 -0.316 0.426
O -2.098 1.246 -0.139 -0.720
C -0.510 0.846 -1.825 -0.425
H 1.177 1.221 -4.040 0.212
H -0.037 -0.077 -3.861 0.198
H 1.665 -0.562 -3.942 0.221
H 1.586 1.116 -1.922 0.217
H 2.196 -1.287 -1.752 0.234
H 0.442 -1.811 -1.727 0.217
H 1.262 -1.770 0.536 0.221
H 1.765 -0.137 0.386 0.194
H -1.053 -1.443 0.252 0.257
H -0.151 -2.289 2.015 0.227
H -0.726 -1.622 3.489 0.224
H 0.976 -1.391 2.955 0.227
H -2.688 -0.641 2.200 0.241
H -2.206 1.147 1.989 0.243
H -1.914 0.246 3.429 0.206
H 0.478 0.871 3.336 0.441
H 1.352 2.568 1.768 0.232
H 0.267 2.739 -0.233 0.431
H -2.498 1.657 -0.976 0.495
H -0.718 1.821 -2.225 0.210
H -1.401 0.140 -2.308 0.244
```

total energy: -616.2158 a.u.
total charge: +1
SMILES: C[C@@H]1CC[C@H]2C(C)(C)NC=[NH+][C@@]2(O)C1
HOMO-LUMO gap: 0.38960 hartree

***

Density functional theory data (ωB97M-V with the def2-TZVPD basis set) for the molecule C11H21N3O3 in a non-equilibrium geometry.

Geometry as XYZ:
```
38
Properties=species:S:1:pos:R:3:nbo_charge:R:1
N 5.043 -1.753 1.225 -0.840
C 3.993 -2.385 0.478 -0.225
C 2.738 -2.999 1.408 -0.419
C 1.801 -1.987 2.048 -0.421
C 1.286 -1.103 0.946 -0.420
C 0.138 -0.369 1.396 -0.121
N -0.862 -1.248 1.880 -0.796
C -0.076 0.634 0.209 0.698
O 0.402 1.829 0.295 -0.739
N -0.873 0.385 -0.745 -0.404
C -1.528 -0.822 -1.178 -0.220
C -2.729 -0.348 -2.023 -0.397
C -2.151 0.896 -2.716 -0.415
C -1.296 1.518 -1.593 -0.159
C -2.135 2.776 -0.987 0.808
O -2.859 3.453 -1.640 -0.553
O -2.014 2.810 0.363 -0.722
H 5.631 -2.350 1.809 0.363
H 4.544 -1.072 1.887 0.346
H 4.460 -3.219 -0.208 0.194
H 3.670 -1.670 -0.349 0.189
H 2.033 -3.636 0.845 0.192
H 3.225 -3.751 2.027 0.207
H 2.328 -1.405 2.826 0.200
H 0.949 -2.559 2.564 0.228
H 2.200 -0.395 0.768 0.249
H 0.853 -1.736 0.101 0.190
H 0.454 0.341 2.260 0.220
H -1.733 -0.795 1.905 0.366
H -0.965 -2.014 1.242 0.342
H -1.855 -1.459 -0.344 0.207
H -0.871 -1.351 -1.828 0.199
H -3.603 -0.162 -1.457 0.214
H -3.043 -1.139 -2.786 0.220
H -1.622 0.678 -3.588 0.211
H -2.891 1.556 -2.891 0.240
H -0.407 2.036 -1.817 0.247
H -1.000 2.798 0.446 0.521
```

total energy: -821.6634 a.u.
SMILES: NCCCC[C@H](N)C(=O)N1CCC[C@H]1C(=O)O
HOMO-LUMO gap: 0.35508 hartree

***

Density functional theory data (ωB97M-V with the def2-TZVPD basis set) for the molecule C11H21N3O4 in a non-equilibrium geometry.

Geometry as XYZ:
```
39
Properties=species:S:1:pos:R:3:nbo_charge:R:1
C 1.980 -1.409 -2.179 -0.623
C 1.217 -0.481 -3.075 -0.216
C 0.232 -1.251 -4.036 -0.621
C 0.348 0.456 -2.177 -0.423
C -1.091 0.039 -1.656 -0.140
N -2.123 0.038 -2.721 -0.833
C -1.456 1.088 -0.468 0.683
O -1.927 2.194 -0.817 -0.639
N -1.085 0.965 0.811 -0.617
C -0.919 -0.454 1.477 -0.154
C 0.372 -0.313 2.361 -0.409
C 0.462 0.959 3.225 -0.517
C 1.937 1.323 3.437 0.664
N 2.173 2.296 4.280 -0.783
O 2.794 0.546 2.932 -0.633
C -2.074 -0.955 2.289 0.764
O -2.046 -1.263 3.462 -0.571
O -3.105 -1.182 1.446 -0.670
H 1.240 -1.910 -1.615 0.193
H 2.319 -2.355 -2.746 0.210
H 2.628 -1.039 -1.372 0.232
H 1.960 0.082 -3.694 0.207
H -0.543 -1.706 -3.405 0.200
H 0.790 -1.992 -4.621 0.219
H -0.255 -0.601 -4.827 0.214
H 0.798 0.809 -1.252 0.214
H 0.209 1.345 -2.823 0.215
H -1.106 -0.953 -1.234 0.183
H -1.719 -0.383 -3.525 0.366
H -1.989 0.977 -2.558 0.383
H -1.558 1.720 1.323 0.413
H -0.731 -1.155 0.661 0.248
H 0.565 -1.212 3.081 0.238
H 1.259 -0.308 1.620 0.252
H 0.100 0.643 4.209 0.235
H -0.293 1.763 2.794 0.216
H 1.413 2.692 4.753 0.386
H 3.041 2.632 4.636 0.409
H -3.819 -1.642 2.002 0.502
```

total energy: -896.9119 a.u.
SMILES: CC(C)C[C@H](N)C(=O)N[C@@H](CCC(N)=O)C(=O)O
HOMO-LUMO gap: 0.36286 hartree